Version w
Molecular formula: C9H14
Method: DFT, wB97M-V/def2-TZVPD

Bonds (Å) are listed after each position.
Atoms and positions in Å:
1 C 0.0477 -1.8138 2.0589  C13 1.464, H17 1.146, C18 1.296
2 H -0.9238 2.5053 -0.0021  C8 1.121
3 H 1.2280 1.3195 1.1680  C10 1.076
4 H -1.9599 -2.5110 1.6504  C18 1.143
5 H -2.7125 -0.3931 0.6322  C21 1.172
6 C 1.0437 -0.0249 -1.8770  C11 1.536, H15 1.134, H22 1.174, H23 1.088
7 H 0.4537 -0.4356 -3.8923  C11 1.114
8 C -1.3633 1.9107 0.8403  H2 1.121, H9 1.055, H16 1.185, C20 1.449
9 H -1.3557 2.5012 1.7139  C8 1.055
10 C 0.5844 0.5089 1.4637  H3 1.076, C13 1.389, C20 1.430
11 C 1.3534 -0.0236 -3.3812  C6 1.536, H7 1.114, H12 1.162, H14 1.014
12 H 2.1247 -0.8518 -3.6456  C11 1.162
13 C 1.0150 -0.7205 1.9466  C1 1.464, C10 1.389, H19 1.020
14 H 1.4577 0.9334 -3.7010  C11 1.014
15 H 0.0828 -0.6094 -1.7363  C6 1.134
16 H -2.5007 1.8357 0.5164  C8 1.185
17 H 0.3209 -2.7111 2.7173  C1 1.146
18 C -1.1832 -1.6727 1.6793  C1 1.296, H4 1.143, C21 1.470
19 H 1.9634 -0.8183 2.3091  C13 1.020
20 C -0.7977 0.6038 1.1076  C8 1.449, C10 1.430, C21 1.309
21 C -1.6234 -0.4110 1.0658  H5 1.172, C18 1.470, C20 1.309
22 H 0.9202 1.0784 -1.4940  C6 1.174
23 H 1.8245 -0.2000 -1.1399  C6 1.088

## Properties
SMILES	Cc1ccccc1.CC
frontier orbital gap	10.10	eV
HOMO level	-9.13	eV

Version x
Molecular formula: C9H14
Method: DFT, wB97M-V/def2-TZVPD

Bonds (Å) are listed after each position.
Atoms and positions in Å:
1 C -0.0337 -1.1115 -1.5691  C3 1.438, C6 1.551, C9 1.385
2 H -0.6272 3.1706 2.4661  C19 1.062
3 C 0.9762 -2.0548 -1.1708  C1 1.438, C4 1.362, H8 1.000
4 C 2.2712 -1.6997 -1.4003  C3 1.362, H10 1.137, C23 1.357
5 H 3.5870 -0.1685 -1.5315  C23 1.041
6 C -1.5656 -1.3523 -1.6011  C1 1.551, H12 1.161, H14 1.158, H21 1.171
7 H -2.5489 1.6926 3.2963  C18 1.176
8 H 0.4689 -2.8370 -0.8096  C3 1.000
9 C 0.2462 0.2453 -1.5624  C1 1.385, C13 1.367, H20 1.075
10 H 2.9866 -2.5660 -1.2281  C4 1.137
11 H 0.3082 1.9102 2.9665  C19 1.018
12 H -1.8945 -2.4031 -1.2326  C6 1.161
13 C 1.5433 0.5837 -1.8301  C9 1.367, H16 1.140, C23 1.439
14 H -1.7357 -1.3639 -2.7460  C6 1.158
15 H -1.8693 0.3362 2.5713  C18 1.053
16 H 1.9295 1.6544 -1.8923  C13 1.140
17 H -0.4844 1.9161 1.3652  C19 1.092
18 C -1.5121 1.1738 3.1002  H7 1.176, H15 1.053, C19 1.506, H22 1.175
19 C -0.5378 2.1125 2.4378  H2 1.062, H11 1.018, H17 1.092, C18 1.506
20 H -0.5631 0.8654 -1.2225  C9 1.075
21 H -2.3009 -0.6152 -1.0646  C6 1.171
22 H -1.2127 0.8950 4.2012  C18 1.175
23 C 2.5690 -0.3838 -1.5435  C4 1.357, H5 1.041, C13 1.439

## Properties
SMILES	Cc1ccccc1.CC
frontier orbital gap	9.59	eV
HOMO level	-8.70	eV

Version y
Molecular formula: C9H14
Method: DFT, wB97M-V/def2-TZVPD

Bonds (Å) are listed after each position.
Atoms and positions in Å:
1 C 1.1765 -2.2546 -1.5447  C2 1.416, C4 1.359, H8 1.183
2 C 1.5083 -1.3433 -0.5133  C1 1.416, C6 1.412, C12 1.394
3 C -2.3237 2.9136 1.0322  H11 1.124, H13 1.201, C19 1.552, H20 1.064
4 C 0.0307 -2.9852 -1.5189  C1 1.359, C7 1.414, H16 1.147
5 H -1.0261 4.6515 0.4636  C19 1.106
6 C 0.4800 -1.2198 0.4461  C2 1.412, C10 1.383, H23 1.194
7 C -1.0428 -2.4548 -0.7675  C4 1.414, C10 1.388, H21 1.112
8 H 1.9492 -2.4576 -2.4168  C1 1.183
9 H -0.2354 3.0648 0.4134  C19 1.106
10 C -0.8337 -1.6387 0.3355  C6 1.383, C7 1.388, H18 1.029
11 H -2.2145 1.8324 0.7452  C3 1.124
12 C 2.8100 -0.8623 -0.3846  C2 1.394, H14 1.116, H15 1.166, H22 1.165
13 H -2.7122 2.8086 2.1639  C3 1.201
14 H 3.3516 -0.9842 0.5831  C12 1.116
15 H 3.4907 -1.5273 -1.0585  C12 1.166
16 H -0.2530 -3.9665 -2.0409  C4 1.147
17 H -0.5912 3.7682 2.0830  C19 1.176
18 H -1.5594 -1.2825 0.9720  C10 1.029
19 C -0.9709 3.6715 0.9739  C3 1.552, H5 1.106, H9 1.106, H17 1.176
20 H -3.0295 3.2811 0.3253  C3 1.064
21 H -2.0649 -2.7034 -1.1279  C7 1.112
22 H 3.0895 0.2636 -0.4869  C12 1.165
23 H 0.9709 -0.5751 1.3229  C6 1.194

## Properties
SMILES	Cc1ccccc1.CC
frontier orbital gap	9.53	eV
HOMO level	-8.65	eV

Version z
Molecular formula: C9H14
Method: DFT, wB97M-V/def2-TZVPD

Bonds (Å) are listed after each position.
Atoms and positions in Å:
1 C -0.6210 -2.8336 0.8165  H13 1.094, H14 1.097, C16 1.541, H21 1.099
2 H 2.5072 0.6805 1.9105  C23 1.115
3 H -1.4589 3.3525 0.1420  C9 1.091
4 C -1.4887 1.5106 -0.8998  C5 1.390, C9 1.394, H10 1.083
5 C -0.8242 0.3121 -1.1322  C4 1.390, C6 1.390, H17 1.083
6 C 0.3318 0.0747 -0.3982  C5 1.390, C7 1.389, H18 1.084
7 C 0.9530 0.9931 0.4378  C6 1.389, C20 1.390, C23 1.483
8 H -0.9659 -4.5079 -0.6709  C16 1.085
9 C -0.9038 2.4300 -0.0312  H3 1.091, C4 1.394, C20 1.375
10 H -2.4036 1.9100 -1.3191  C4 1.083
11 H -0.5020 -2.8365 -1.2853  C16 1.092
12 H 2.8359 -0.2101 0.6719  C23 1.086
13 H -1.6876 -2.7551 1.0458  C1 1.094
14 H -0.0833 -1.8877 0.6774  C1 1.097
15 H 3.0201 1.5253 0.3683  C23 1.095
16 C -0.4033 -3.5951 -0.5059  C1 1.541, H8 1.085, H11 1.092, H22 1.103
17 H -1.3497 -0.4744 -1.6587  C5 1.083
18 H 0.7504 -0.9147 -0.5447  C6 1.084
19 H 0.7014 3.0004 1.2066  C20 1.077
20 C 0.2939 2.2052 0.6050  C7 1.390, C9 1.375, H19 1.077
21 H -0.2205 -3.2779 1.7388  C1 1.099
22 H 0.6464 -3.9325 -0.4833  C16 1.103
23 C 2.3704 0.7614 0.8069  H2 1.115, C7 1.483, H12 1.086, H15 1.095

## Properties
SMILES	Cc1ccccc1.CC
frontier orbital gap	10.04	eV
HOMO level	-9.04	eV

Stability check: which of them is least stable? version x.

Version w
Molecular formula: C9H14
Method: DFT, wB97M-V/def2-TZVPD

Bonds (Å) are listed after each position.
Atoms and positions in Å:
1 C -0.3187 -0.8267 -2.1071  C18 1.419, H20 1.159, C22 1.356
2 H -0.3936 1.3338 -1.7054  C18 1.089
3 H 0.4834 2.7457 1.0520  C21 1.128
4 H -2.4906 2.9607 1.3431  C13 0.998
5 C 0.4005 0.2012 -0.1271  H17 1.051, C18 1.343, C23 1.414
6 H 0.4856 -3.0344 0.2097  C19 0.991
7 H 2.5727 -0.8661 1.0867  C14 1.077
8 H -1.5504 2.0040 0.2165  C13 1.126
9 H 1.3105 -0.8356 2.3313  C14 1.092
10 H -0.2720 1.6287 2.0917  C21 1.197
11 H 1.7325 -2.3041 1.4978  C14 1.013
12 H -0.1736 -3.1222 -2.2995  C22 1.242
13 C -1.5968 2.8957 0.9031  H4 0.998, H8 1.126, H16 1.106, C21 1.467
14 C 1.6380 -1.3001 1.3988  H7 1.077, H9 1.092, H11 1.013, C23 1.489
15 H -0.3443 3.4736 2.5851  C21 1.097
16 H -1.6015 3.8790 0.3969  C13 1.106
17 H 0.8019 0.9900 0.4401  C5 1.051
18 C -0.2476 0.3352 -1.2954  C1 1.419, H2 1.089, C5 1.343
19 C 0.1698 -2.2235 -0.2648  H6 0.991, C22 1.413, C23 1.340
20 H -0.6032 -0.7413 -3.2277  C1 1.159
21 C -0.4039 2.7672 1.7481  H3 1.128, H10 1.197, C13 1.467, H15 1.097
22 C -0.2261 -2.0870 -1.6146  C1 1.356, H12 1.242, C19 1.413
23 C 0.5921 -1.1140 0.3560  C5 1.414, C14 1.489, C19 1.340

## Properties
SMILES	Cc1ccccc1.CC
frontier orbital gap	9.90	eV
HOMO level	-8.89	eV

Version x
Molecular formula: C9H14
Method: DFT, wB97M-V/def2-TZVPD

Bonds (Å) are listed after each position.
Atoms and positions in Å:
1 H 0.7186 3.1938 -0.2784  C3 1.085
2 H 2.0984 -1.2829 0.4951  C22 1.090
3 C 0.6199 3.5109 -1.3117  H1 1.085, H5 1.096, C19 1.484, H21 1.101
4 H 0.6679 -3.4913 0.5193  C14 1.083
5 H 0.2707 4.5438 -1.4204  C3 1.096
6 H -2.6578 -3.9358 0.9785  C12 1.073
7 H -1.2883 0.6760 2.1632  C10 1.078
8 C 0.6015 -0.2302 1.4307  C10 1.370, H18 1.098, C22 1.373
9 H 2.1104 2.1851 -2.2337  C19 1.111
10 C -0.7254 -0.1513 1.7631  H7 1.078, C8 1.370, C17 1.406
11 H 1.6950 3.6543 -3.1448  C19 1.104
12 C -1.9101 -3.5198 0.3315  H6 1.073, H13 1.124, H16 1.076, C20 1.548
13 H -2.4879 -3.0400 -0.5041  C12 1.124
14 C 0.2876 -2.5003 0.7360  H4 1.083, C20 1.394, C22 1.405
15 H -2.7153 -1.1344 1.5098  C17 1.098
16 H -1.2385 -4.2555 -0.0742  C12 1.076
17 C -1.6198 -1.2015 1.4937  C10 1.406, H15 1.098, C20 1.389
18 H 1.1940 0.6938 1.4016  C8 1.098
19 C 1.8346 3.2558 -2.1248  C3 1.484, H9 1.111, H11 1.104, H23 1.076
20 C -1.0879 -2.3284 0.8801  C12 1.548, C14 1.394, C17 1.389
21 H -0.2848 3.0812 -1.7699  C3 1.101
22 C 1.1417 -1.4159 0.9993  H2 1.090, C8 1.373, C14 1.405
23 H 2.7756 3.6924 -1.8400  C19 1.076

## Properties
SMILES	Cc1ccccc1.CC
frontier orbital gap	10.06	eV
HOMO level	-9.09	eV

Version y
Molecular formula: C9H14
Method: DFT, wB97M-V/def2-TZVPD

Bonds (Å) are listed after each position.
Atoms and positions in Å:
1 H 0.4078 -4.8569 1.1387  C20 1.084
2 C -1.3020 0.1919 0.5995  H3 1.086, H4 1.097, C7 1.487, H10 1.076
3 H -1.2115 0.5814 1.6086  C2 1.086
4 H -2.3567 0.2153 0.2973  C2 1.097
5 C 0.7473 -2.8084 1.6094  C16 1.388, H19 1.081, C20 1.400
6 H 1.8292 2.1640 -1.4800  C15 1.085
7 C -0.8228 -1.2152 0.6525  C2 1.487, C11 1.391, C16 1.406
8 H 0.5456 4.2263 -2.6790  C23 1.090
9 H 1.1477 2.9535 -0.0264  C15 1.095
10 H -0.7278 0.8394 -0.0393  C2 1.076
11 C -1.4176 -2.2681 -0.0350  C7 1.391, C12 1.389, H13 1.082
12 C -0.9266 -3.5649 0.0426  C11 1.389, H17 1.081, C20 1.385
13 H -2.3269 -2.0628 -0.5852  C11 1.082
14 H 0.6922 -0.7190 2.0902  C16 1.083
15 C 1.0647 2.8402 -1.1124  H6 1.085, H9 1.095, H18 1.088, C23 1.541
16 C 0.2806 -1.5085 1.4731  C5 1.388, C7 1.406, H14 1.083
17 H -1.4087 -4.3226 -0.5598  C12 1.081
18 H 0.0916 2.3914 -1.2996  C15 1.088
19 H 1.6076 -2.9782 2.2408  C5 1.081
20 C 0.1414 -3.8384 0.8808  H1 1.084, C5 1.400, C12 1.385
21 H 2.1735 4.5550 -1.9154  C23 1.087
22 H 0.6251 4.9531 -1.1317  C23 1.095
23 C 1.1462 4.2314 -1.7695  H8 1.090, C15 1.541, H21 1.087, H22 1.095

## Properties
SMILES	Cc1ccccc1.CC
frontier orbital gap	9.95	eV
HOMO level	-8.95	eV

Version z
Molecular formula: C9H14
Method: DFT, wB97M-V/def2-TZVPD

Bonds (Å) are listed after each position.
Atoms and positions in Å:
1 H -0.5058 4.9772 0.7942  C8 1.206
2 C 0.6967 -0.9650 1.3677  C9 1.390, C11 1.380, H21 1.105
3 H -0.9794 3.3291 0.1201  C8 1.091
4 H 1.4353 2.8889 -0.6401  C13 1.192
5 H 0.2021 0.9421 -1.3837  C18 1.124
6 H 0.6562 4.4137 -1.4629  C13 1.103
7 H -0.7689 -4.0818 -1.1400  C10 1.086
8 C -0.1252 3.8609 0.5415  H1 1.206, H3 1.091, H12 1.088, C13 1.547
9 C 0.8483 0.1171 0.5086  C2 1.390, H14 1.108, C18 1.395
10 C -1.3991 -3.3264 -0.6793  H7 1.086, C16 1.504, H20 1.090, H23 1.175
11 C -0.0607 -2.0674 1.0266  C2 1.380, C16 1.409, H22 1.007
12 H 0.2224 3.4924 1.5042  C8 1.088
13 C 1.0059 3.9928 -0.5052  H4 1.192, H6 1.103, C8 1.547, H19 1.068
14 H 1.2342 1.1101 0.8114  C9 1.108
15 H -0.8272 -1.1215 -2.1509  C17 1.031
16 C -0.7077 -2.0699 -0.2250  C10 1.504, C11 1.409, C17 1.349
17 C -0.4214 -1.1881 -1.2050  H15 1.031, C16 1.349, C18 1.452
18 C 0.2413 0.0191 -0.7433  H5 1.124, C9 1.395, C17 1.452
19 H 1.7939 4.6097 -0.1316  C13 1.068
20 H -2.3799 -3.1067 -1.1007  C10 1.090
21 H 1.2398 -0.8893 2.3267  C2 1.105
22 H -0.1077 -2.8468 1.6623  C11 1.007
23 H -1.6837 -3.9563 0.2710  C10 1.175

## Properties
SMILES	Cc1ccccc1.CC
frontier orbital gap	10.12	eV
HOMO level	-9.08	eV

Stability check: which of them is least stable? version w.